Below is a structure of composition C32H24Cl2N5O4S3V at a distorted geometry, with properties calculated with wB97M-V/def2-TZVPD.

Calculated values
HOMO-LUMO gap (alpha / beta) (eV): 6.769 / 6.552
ΔE to the lowest compared entry with this formula, charge and spin (kJ/mol): 0.0
Spin multiplicity: 3
HOMO energy (alpha / beta) (eV): -7.636 / -7.802
LUMO level (alpha / beta) (eV): -0.8665 / -1.2498

Structure (XYZ):
```
71
C32H24Cl2N5O4S3V, DFT wB97M-V/def2-TZVPD
V 1.0607 -0.2628 -0.2941
C 0.4105 -2.7592 -2.3517
O 0.3388 -2.2246 -1.0273
C -0.1086 -3.0128 -0.0007
C -0.4979 -4.3291 -0.1638
C -0.9185 -5.0465 0.9498
C -0.9402 -4.4562 2.2037
C -0.5486 -3.1340 2.3536
C -0.1431 -2.4070 1.2522
N 0.2696 -1.0240 1.3140
N 0.1191 -0.4882 2.4450
C 0.4904 0.8089 2.6769
C 1.1528 1.6589 1.7741
O 1.5022 1.2961 0.5695
C 1.4694 2.9941 2.1610
C 1.1475 3.4438 3.3930
C 0.4835 2.6156 4.3537
C 0.1644 3.1108 5.6340
C -0.4738 2.3192 6.5494
C -0.8148 1.0003 6.2001
C -0.5136 0.4997 4.9594
C 0.1509 1.2971 4.0039
H -0.5817 -3.0809 -2.6678
H 0.7548 -1.9465 -2.9842
H 1.1146 -3.5908 -2.3708
H -0.4702 -4.7952 -1.1367
H -1.2218 -6.0779 0.8279
H -1.2546 -5.0248 3.0681
H -0.5495 -2.6562 3.3222
H 1.9628 3.6168 1.4276
H 1.3886 4.4631 3.6744
H 0.4351 4.1313 5.8792
H -0.7150 2.7030 7.5317
H -1.3223 0.3704 6.9202
H -0.7848 -0.5127 4.6988
Cl 2.8746 0.4769 -2.0553
C 4.3755 -0.2727 -1.5635
C 5.4929 0.0382 -2.3142
C 6.7024 -0.5393 -1.9666
C 6.7572 -1.4084 -0.8877
C 5.6122 -1.6969 -0.1651
Cl 5.7656 -2.7992 1.1717
C 4.3661 -1.1393 -0.4769
S 2.9227 -1.5267 0.4341
H 5.4093 0.7199 -3.1493
H 7.5956 -0.3144 -2.5335
H 7.6898 -1.8718 -0.5965
N -5.8594 1.2640 -5.0039
C -4.5661 1.2280 -4.5140
C -3.8412 0.0306 -4.5056
C -2.5378 0.0030 -4.0577
C -1.9329 1.1727 -3.6040
C -2.6390 2.3674 -3.6204
C -3.9453 2.3963 -4.0717
S -0.2840 1.1367 -3.0245
O 0.1539 2.5008 -2.8717
O 0.4668 0.2471 -3.8721
N -0.3710 0.3887 -1.5672
C -1.3020 0.9637 -0.6535
S -1.4603 2.6728 -0.3498
C -2.6740 2.3404 0.8009
C -2.8291 1.0023 0.9349
N -2.0694 0.2259 0.0930
H -6.3569 0.3922 -5.0516
H -6.4291 2.0451 -4.7291
H -4.3109 -0.8785 -4.8625
H -1.9790 -0.9241 -4.0633
H -2.1528 3.2764 -3.2963
H -4.4898 3.3331 -4.0912
H -3.1942 3.1276 1.3222
H -3.5169 0.5217 1.6155
```